# 1
Formula: C24H23N6O4RuS4
Source: the OMol25 dataset
Level of theory: ωB97M-V/def2-TZVPD

As for the expectation value of S²: 6.044. The energy above the lowest of the compared OMol25 structures with the same formula, charge and spin is 0.0 kJ/mol. The value obtained for the HOMO-LUMO gap (spin up / spin down) is 6.97 / 5.35 eV. The electronic energy is -3245.2711 Ha. The molecular weight is 688.824 g/mol. For the HOMO energy (spin up / spin down), the calculation gives -9.795 / -11.250 eV.

Geometry as ORCA input:
```
! RIJCOSX wB97M-V def2-TZVPD def2/J DEFGRID3
* xyz 1 5
Ru -0.369 -0.039 0.028
C 4.557 -1.893 -1.227
S 4.333 -0.113 -1.012
C 2.682 -0.028 -0.452
S 1.443 -1.000 -1.122
N 2.434 0.850 0.521
N 1.183 0.969 0.811
C 0.893 1.760 1.948
C -0.444 1.829 2.295
C -0.950 2.560 3.393
C -2.296 2.533 3.654
C -3.143 1.785 2.832
C -2.602 1.082 1.770
N -1.302 1.104 1.500
H 5.552 -2.006 -1.654
H 3.834 -2.315 -1.919
H 4.522 -2.397 -0.264
H 1.710 2.216 2.484
H -0.264 3.119 4.012
H -2.698 3.082 4.494
H -4.206 1.734 3.013
H -3.214 0.483 1.106
C 3.221 -6.892 2.873
C 2.459 -5.602 2.889
C 1.279 -5.473 3.615
C 0.563 -4.286 3.612
C 1.051 -3.215 2.880
C 2.234 -3.309 2.155
C 2.925 -4.503 2.160
S 0.181 -1.704 2.870
O 1.085 -0.617 3.080
O -1.028 -1.826 3.629
N -0.316 -1.581 1.251
C -1.048 -2.722 0.749
C -2.087 -2.266 -0.267
O -2.947 -2.985 -0.685
O -1.920 -1.010 -0.680
H 2.883 -7.563 3.660
H 4.288 -6.717 3.004
H 3.086 -7.401 1.917
H 0.914 -6.313 4.191
H -0.357 -4.185 4.171
H 2.607 -2.453 1.608
H 3.848 -4.591 1.601
H -1.527 -3.287 1.551
H -0.352 -3.398 0.233
N -1.166 -0.212 -3.232
C -1.206 1.027 -2.724
N -0.728 1.407 -1.549
C -0.838 2.811 -1.426
C -0.297 3.611 -0.427
C -0.496 4.980 -0.466
C -1.210 5.578 -1.500
C -1.704 4.806 -2.535
C -1.498 3.436 -2.485
S -1.910 2.271 -3.705
H -1.070 -0.989 -2.601
H -1.670 -0.398 -4.082
H 0.307 3.189 0.356
H -0.069 5.596 0.314
H -1.356 6.649 -1.511
H -2.222 5.258 -3.369
*
```

---

# 2
Formula: C24H23NO5S
Source: the OMol25 dataset
Level of theory: ωB97M-V/def2-TZVPD

The energy above the lowest of the compared OMol25 structures with the same formula, charge and spin is 225.5 kJ/mol. The value obtained for the HOMO-LUMO gap is 8.63 eV. The electronic energy is -1757.4561 Ha. The molecular weight is 437.517 g/mol. As for the structure (SMILES): O=S(=O)(c1ccc2ccccc2c1)N(C[C@H](O)COCc1ccco1)c1ccccc1. For the HOMO energy, the calculation gives -8.619 eV.

Geometry as ORCA input:
```
! RIJCOSX wB97M-V def2-TZVPD def2/J DEFGRID3
* xyz 0 1
O -1.268 2.471 2.925
S -0.494 1.398 2.386
O 0.005 0.411 3.319
C 0.882 2.072 1.468
C 0.626 3.193 0.668
C 1.647 3.756 -0.045
C 2.953 3.218 0.019
C 4.027 3.780 -0.702
C 5.281 3.241 -0.619
C 5.520 2.115 0.186
C 4.502 1.547 0.898
C 3.198 2.081 0.836
C 2.125 1.521 1.563
N -1.393 0.696 1.158
C -0.722 -0.254 0.298
C -0.518 -1.642 0.941
O 0.618 -1.699 1.760
C -0.332 -2.693 -0.156
O -1.495 -2.729 -0.953
C -1.457 -3.717 -1.961
C -0.407 -3.461 -2.997
C -0.145 -2.368 -3.770
C 0.990 -2.697 -4.551
C 1.331 -3.964 -4.194
O 0.496 -4.432 -3.252
C -2.778 0.538 1.379
C -3.273 0.354 2.664
C -4.637 0.249 2.872
C -5.514 0.305 1.804
C -5.021 0.475 0.521
C -3.661 0.599 0.305
H -0.378 3.587 0.650
H 1.473 4.623 -0.665
H 3.841 4.645 -1.321
H 6.099 3.678 -1.173
H 6.518 1.704 0.237
H 4.676 0.681 1.519
H 2.285 0.658 2.192
H -1.320 -0.388 -0.604
H 0.252 0.161 0.028
H -1.430 -1.891 1.508
H 0.492 -1.063 2.492
H -0.153 -3.669 0.315
H 0.550 -2.434 -0.757
H -1.278 -4.711 -1.525
H -2.455 -3.695 -2.410
H -0.693 -1.448 -3.779
H 1.476 -2.077 -5.275
H 2.113 -4.618 -4.524
H -2.584 0.301 3.493
H -5.013 0.112 3.875
H -6.577 0.215 1.968
H -5.699 0.522 -0.318
H -3.281 0.747 -0.694
*
```

---

# 3
Formula: C24H24AgClNO5P
Source: the OMol25 dataset
Level of theory: ωB97M-V/def2-TZVPD

The value obtained for the HOMO-LUMO gap is 8.14 eV. The electronic energy is -2308.1553 Ha. The molecular weight is 580.753 g/mol. For the HOMO energy, the calculation gives -8.190 eV.

Geometry as ORCA input:
```
! RIJCOSX wB97M-V def2-TZVPD def2/J DEFGRID3
* xyz 0 1
Ag -0.480 -0.396 1.956
C 0.968 -2.438 3.679
C 1.584 -3.256 2.545
C 2.620 -4.212 3.143
C 2.236 -2.358 1.477
C 2.921 -3.163 0.344
O 2.333 -2.663 -0.846
C 1.378 -1.775 -0.496
N 1.267 -1.542 0.755
C 0.622 -1.231 -1.632
C 0.737 -1.971 -2.817
C 0.134 -1.572 -3.990
C -0.610 -0.405 -4.006
C -0.757 0.321 -2.842
C -0.161 -0.065 -1.642
P -0.439 1.026 -0.182
C -2.072 1.736 -0.561
C -2.347 3.068 -0.272
C -3.627 3.563 -0.452
C -4.645 2.729 -0.879
C -4.387 1.388 -1.113
C -3.105 0.893 -0.969
C 0.723 2.381 -0.607
C 0.548 3.223 -1.699
C 1.449 4.244 -1.941
C 2.533 4.433 -1.099
C 2.717 3.594 -0.013
C 1.816 2.573 0.231
H 0.507 -3.105 4.404
H 0.173 -1.763 3.317
H 1.734 -1.854 4.188
H 0.792 -3.834 2.056
H 3.437 -3.649 3.589
H 3.035 -4.888 2.401
H 2.158 -4.814 3.922
H 2.941 -1.681 1.975
H 2.700 -4.234 0.403
H 4.003 -3.021 0.291
H 1.313 -2.883 -2.805
H 0.249 -2.167 -4.884
H -1.074 -0.068 -4.921
H -1.367 1.212 -2.864
H -1.562 3.716 0.088
H -3.836 4.603 -0.248
H -5.642 3.120 -1.028
H -5.190 0.724 -1.396
H -2.903 -0.153 -1.145
H -0.301 3.094 -2.354
H 1.305 4.904 -2.785
H 3.229 5.238 -1.284
H 3.558 3.748 0.648
H 1.942 1.917 1.084
O -4.448 -0.541 2.419
Cl -3.058 -0.454 2.258
O -2.656 -1.129 1.056
O -2.631 0.907 2.192
O -2.364 -1.069 3.350
*
```

---

# 4
Formula: C24H24As2CsF6N6O7S2
Source: the OMol25 dataset
Level of theory: ωB97M-V/def2-TZVPD

As for the expectation value of S²: 0.756. The energy above the lowest of the compared OMol25 structures with the same formula, charge and spin is 380.8 kJ/mol. The value obtained for the HOMO-LUMO gap (spin up / spin down) is 7.14 / 6.05 eV. The electronic energy is -7671.6284 Ha. The molecular weight is 969.362 g/mol. For the HOMO energy (spin up / spin down), the calculation gives -3.252 / -3.315 eV.

Geometry as ORCA input:
```
! RIJCOSX wB97M-V def2-TZVPD def2/J DEFGRID3
* xyz -2 2
Cs 2.074 -0.105 -0.911
N -0.913 4.021 -1.232
C -0.879 2.972 -0.372
N -1.622 1.925 -0.460
C -2.482 1.821 -1.560
N -2.964 0.714 -1.966
N -2.412 -0.441 -1.552
C -2.941 -1.227 -0.724
C -2.321 -2.565 -0.508
C -2.956 -3.512 0.284
C -2.368 -4.756 0.436
C -1.166 -5.011 -0.198
C -0.603 -3.999 -0.966
N -1.170 -2.810 -1.133
C -2.777 3.040 -2.344
C -3.807 3.130 -3.276
C -3.950 4.256 -4.064
C -3.038 5.307 -3.938
C -2.014 5.237 -3.016
C -1.891 4.107 -2.206
H -0.130 4.657 -1.247
H -0.170 3.052 0.444
H -3.854 -0.981 -0.172
H -3.890 -3.268 0.776
H -2.833 -5.511 1.059
H -0.663 -5.963 -0.088
H 0.349 -4.139 -1.470
H -4.475 2.284 -3.377
H -4.748 4.312 -4.795
H -3.129 6.182 -4.570
H -1.290 6.038 -2.921
O 0.466 -1.449 3.660
S 0.228 -1.863 2.292
O -0.611 -3.036 2.135
O -0.789 -0.643 1.640
C -0.846 0.563 2.292
C -2.112 0.972 2.691
C -2.301 2.187 3.320
C -1.213 3.008 3.598
C 0.054 2.604 3.214
C 0.252 1.390 2.556
S 1.892 1.165 1.876
O 2.808 1.715 2.846
O 1.819 1.885 0.617
O 2.110 -0.253 1.601
H -2.946 0.319 2.461
H -3.303 2.495 3.597
H -1.355 3.959 4.098
H 0.922 3.225 3.397
O 4.968 -3.251 -2.594
C 3.940 -2.918 -2.041
N 2.921 -2.590 -1.518
F 1.150 1.961 -2.133
As 2.449 3.110 -2.281
F 3.608 2.073 -1.514
F 2.825 2.340 -3.777
F 3.714 4.240 -2.598
F 1.337 4.142 -3.142
F 2.039 3.979 -0.853
C 2.713 -4.969 0.374
As 2.474 -3.183 1.131
C 2.354 -3.924 2.973
C 4.314 -2.574 1.327
H 3.545 -5.438 0.900
H 2.910 -4.897 -0.690
H 1.799 -5.537 0.554
H 3.168 -4.634 3.123
H 1.395 -4.426 3.100
H 2.419 -3.127 3.714
H 4.859 -3.328 1.893
H 4.295 -1.634 1.878
H 4.765 -2.421 0.352
*
```